13
Properties=species:S:1:pos:R:3:mulliken_charge:R:1 method="wB97M-V/def2-TZVPD" e_homo_ev=-8.35 smiles="N/C=C/N.S" gap_ev=9.227 lumo_ev=0.878
S 1.6680 1.6069 0.4060 -0.46
H 0.4933 2.1485 0.1631 0.10
C -0.7493 -1.2242 0.2738 -0.43
C -1.1704 -0.5356 -0.7838 -0.07
N -2.4888 -0.5048 -1.2380 -0.54
N 0.6547 -1.1986 0.6141 -0.50
H -1.4177 -1.7790 0.9266 0.26
H -0.4479 0.0150 -1.3737 0.30
H -2.6294 0.1648 -1.9765 0.25
H -3.1765 -0.3625 -0.5140 0.23
H 0.8162 -1.4734 1.5770 0.28
H 1.1411 0.2161 0.4989 0.30
H 1.1925 -1.8251 0.0161 0.28

74
Properties=species:S:1:pos:R:3:mulliken_charge:R:1 method="wB97M-V/def2-TZVPD" e_homo_ev=-10.23 gap_ev=7.300 lumo_ev=-2.930 total_charge=+1
Ca -3.2945 1.5463 -0.0685 1.71
C -5.5351 4.0996 -1.2944 -1.31
C -4.6229 4.0220 -0.1266 0.62
C -3.2170 4.2423 -0.2746 -0.64
C -2.3566 4.0233 0.7624 -0.44
C -2.8437 3.5499 1.9693 -0.40
C -4.1734 3.3319 2.1544 -0.60
C -5.1003 3.5556 1.1195 -0.17
H -6.3465 4.6839 -0.9524 0.44
H -5.8459 3.0966 -1.6626 0.05
H -5.1192 4.5435 -2.2521 0.36
H -2.9461 4.6909 -1.1791 0.49
H -1.2741 4.2208 0.6416 0.28
H -2.1936 3.3772 2.7929 0.42
H -4.4992 2.9447 3.1086 0.43
H -6.1140 3.4628 1.3709 0.54
C -6.1453 -0.2575 -2.1309 -1.14
C -4.9632 0.3227 -1.3326 -0.07
O -3.8824 0.4441 -1.9498 -0.66
H -5.7995 -1.0623 -2.8797 0.28
H -6.6218 0.5655 -2.6276 0.28
H -6.8110 -0.7821 -1.4077 0.32
C 1.0995 0.2650 1.5522 -1.05
C 2.3843 0.0212 0.7800 -0.71
As 3.7938 -0.6071 1.9982 0.12
C 4.9969 -1.1262 0.5759 0.18
C 6.0588 -0.3157 0.2476 -0.40
C 6.8372 -0.6169 -0.9059 -0.59
C 6.5782 -1.8197 -1.6425 -0.51
C 5.4919 -2.5872 -1.2806 -0.80
C 4.7179 -2.2320 -0.1927 0.29
C 3.0543 -2.2466 2.5152 0.11
C 3.5614 -2.8253 3.6736 -0.58
C 3.2254 -4.0689 4.2498 -0.74
C 2.1787 -4.7047 3.6952 -0.55
C 1.5255 -4.1393 2.5709 -0.66
C 1.8641 -2.9120 2.0043 0.68
P -0.4805 0.2690 0.6110 0.15
C -0.1207 1.3689 -0.7604 1.50
C -1.0382 1.3758 -1.8017 -0.95
C -0.9268 2.3206 -2.8419 -1.24
C -0.0625 3.4541 -2.7171 -0.56
C 0.7667 3.4889 -1.6418 -0.93
C 0.7958 2.4243 -0.7202 -0.79
C -0.5847 -1.3354 -0.1884 1.06
C -1.4282 -2.3641 0.1808 -0.80
C -1.3785 -3.5989 -0.5119 -0.64
C -0.4783 -3.8538 -1.5075 -0.84
C 0.3608 -2.7515 -1.8522 -0.86
C 0.2995 -1.5628 -1.2390 -0.45
H 1.1002 1.1868 2.1132 0.60
H 0.8239 -0.4976 2.2837 0.65
H 2.7847 0.9609 0.3875 0.54
H 2.2475 -0.6746 -0.0093 0.08
H 6.3886 0.4695 0.8858 0.43
H 7.6050 0.0980 -1.1313 0.40
H 7.2899 -1.9802 -2.4183 0.41
H 5.3372 -3.5603 -1.7793 0.36
H 3.8909 -2.9302 0.0467 0.24
H 4.3582 -2.3012 4.2302 0.29
H 3.7660 -4.5429 5.0593 0.40
H 1.8474 -5.6416 4.1007 0.39
H 0.6635 -4.6639 2.1895 0.46
H 1.2787 -2.5719 1.1328 0.28
H -1.7564 0.5569 -1.8224 1.20
H -1.6092 2.2320 -3.7244 0.40
H 0.0427 4.2339 -3.4430 0.48
H 1.4434 4.2994 -1.5014 0.50
H 1.5437 2.5103 0.0878 0.23
H -2.0913 -2.1839 1.0257 0.46
H -2.1404 -4.3485 -0.2170 0.40
H -0.3982 -4.7313 -2.0734 0.57
H 1.1190 -2.9766 -2.5628 0.46
H 1.0781 -0.8844 -1.4919 0.54

19
Properties=species:S:1:pos:R:3:mulliken_charge:R:1 method="wB97M-V/def2-TZVPD" e_homo_ev=-10.03 smiles="CC(C)C=O.O.O" gap_ev=10.539 lumo_ev=0.509
C 1.8694 -0.0336 -0.3373 -0.15
C 0.7480 -0.6148 0.4649 0.92
C 0.3390 -1.9089 -0.2493 -1.26
C 1.0173 -0.6647 2.0560 -1.52
O 1.8439 0.3421 -1.5002 -0.50
H 2.7883 0.2683 0.3015 0.30
H -0.0842 0.1064 0.3902 0.09
H -0.4424 -2.5424 0.1244 0.39
H -0.0117 -1.6021 -1.2573 0.32
H 1.2480 -2.5002 -0.5725 0.30
H 0.0805 -0.9801 2.6714 0.30
H 1.7624 -1.3467 2.3724 0.41
H 1.3535 0.3053 2.3976 0.41
H -3.6655 1.3504 -0.3031 0.33
H -3.3892 2.6030 -1.0660 0.33
O -3.3811 1.6797 -1.1666 -0.68
H -0.0611 1.4189 -1.4413 0.29
H -1.4704 1.9153 -1.5174 0.36
O -0.5448 2.2042 -1.3676 -0.65

3
Properties=species:S:1:pos:R:3:mulliken_charge:R:1 method="wB97M-V/def2-TZVPD" e_homo_ev=-23.82 gap_ev=9.620 lumo_ev=-14.203 total_charge=+3
Ca -0.6283 -1.8776 -0.9616 1.79
Ca 1.5356 1.3253 0.5255 1.76
Br -0.9073 0.5523 0.4361 -0.55

123
Properties=species:S:1:pos:R:3:mulliken_charge:R:1 method="wB97M-V/def2-TZVPD" e_homo_ev=-10.71 gap_ev=7.969 lumo_ev=-2.740 total_charge=+1
C -2.4643 2.3396 -2.0189 -0.20
C -3.6463 2.6233 -1.0689 -0.50
C -4.8515 1.7017 -1.2758 -0.29
C -5.6579 1.9413 -2.5721 -0.56
C -5.2763 1.0474 -3.7702 0.44
C -6.4375 0.8678 -4.7587 -1.27
C -7.5579 -0.0700 -4.2718 -0.96
C -7.0654 -1.4471 -3.8006 1.16
C -8.2040 -2.3024 -3.2361 -0.69
C -7.8474 -3.7852 -3.1040 -1.16
C -6.5786 -4.0889 -2.2702 -0.13
C -6.3273 -3.1556 -1.0726 0.35
C -5.6120 -3.7675 0.1571 -0.94
C -4.6331 -4.9030 -0.1220 -0.95
N -3.7354 -4.6691 -1.2704 0.02
C -2.9696 -3.6396 -1.4719 0.06
N -2.8443 -2.5766 -0.5659 -0.21
C -1.5671 -1.9503 -1.0303 -0.64
C -1.6554 -2.0898 -2.5487 1.08
C -0.4178 -1.8232 -3.4003 -1.26
C 0.3054 -0.5325 -2.9504 -0.10
C 1.4635 -0.8019 -1.9620 -0.24
C 2.8102 -0.8584 -2.6884 -0.91
N 3.9002 -1.2998 -1.8082 -0.19
C 4.6084 -0.2935 -1.1390 0.65
C 5.2488 0.7808 -1.9845 -1.10
O 4.7441 -0.3246 0.0625 -0.59
N -2.1460 -3.5147 -2.5588 -0.46
H -2.7737 1.8734 -2.9578 0.16
H -1.9207 3.2574 -2.2627 0.39
H -1.7390 1.6804 -1.5246 -0.47
H -3.9519 3.6724 -1.1541 0.36
H -3.2768 2.5037 -0.0428 0.26
H -4.5174 0.6519 -1.2473 -0.40
H -5.5316 1.8364 -0.4258 0.47
H -6.7135 1.7538 -2.3353 0.38
H -5.5960 2.9953 -2.8699 0.37
H -4.9041 0.0870 -3.3950 -0.53
H -4.4411 1.5085 -4.3134 0.43
H -6.8866 1.8568 -4.9260 0.38
H -6.0663 0.5319 -5.7338 0.42
H -8.2787 -0.2054 -5.0864 0.44
H -8.0872 0.4117 -3.4393 0.34
H -6.5951 -1.9702 -4.6442 0.30
H -6.3262 -1.2670 -3.0137 -0.93
H -9.0697 -2.2232 -3.9064 0.46
H -8.5416 -1.9126 -2.2673 0.24
H -7.6703 -4.1749 -4.1147 0.40
H -8.6884 -4.3547 -2.6942 0.29
H -5.7214 -4.0212 -2.9576 0.06
H -6.6264 -5.1351 -1.9475 0.44
H -5.7702 -2.2653 -1.3906 -0.76
H -7.2910 -2.7704 -0.7181 0.67
H -6.3510 -4.1501 0.8702 0.41
H -5.0874 -2.9656 0.6880 0.41
H -4.0080 -5.0723 0.7629 0.39
H -5.1523 -5.8385 -0.3310 0.42
H -3.7201 -5.3886 -1.9832 0.33
H -3.6200 -1.9377 -0.7577 0.22
H -0.7837 -2.6372 -0.6955 0.25
H -1.4185 -0.9564 -0.6160 0.17
H -2.4991 -1.4947 -2.9348 -0.06
H 0.2512 -2.6894 -3.3560 0.39
H -0.7454 -1.7040 -4.4385 0.49
H 0.6970 -0.0462 -3.8509 0.69
H -0.4166 0.1653 -2.5157 -0.53
H 1.2921 -1.7743 -1.4787 0.34
H 1.4862 -0.0289 -1.1876 0.16
H 2.7310 -1.5313 -3.5531 0.27
H 3.0379 0.1334 -3.0902 0.34
H 3.5535 -1.9350 -1.0942 0.31
H 5.1441 0.5980 -3.0564 0.40
H 4.8054 1.7530 -1.7490 0.30
H 6.3107 0.8215 -1.7268 0.34
H -2.5577 -3.8438 -3.4271 0.40
C 0.5768 7.5472 4.4752 -0.50
C -0.4006 7.6032 3.4875 -0.52
C -0.7113 6.4722 2.7516 -0.52
C -0.0398 5.2802 2.9959 0.11
C 0.9522 5.2282 3.9784 0.17
C 1.2523 6.3635 4.7204 -0.59
C 1.7123 3.9740 4.2396 0.53
O 2.5660 3.9207 5.0971 -0.67
C 1.3895 2.7772 3.4069 0.34
C 2.1141 1.6071 3.5997 -0.73
C 1.8215 0.4810 2.8502 -0.80
C 0.7976 0.5204 1.9090 -0.10
C 0.0776 1.6853 1.7064 -0.31
C 0.3743 2.8209 2.4512 0.09
C -0.3986 4.0734 2.2041 0.49
O -1.2874 4.1017 1.3774 -0.65
H 0.8132 8.4311 5.0527 0.41
H -0.9208 8.5318 3.2932 0.41
H -1.4730 6.5031 1.9848 0.47
H 2.0169 6.3098 5.4831 0.48
H 2.9038 1.5900 4.3382 0.54
H 2.3897 -0.4279 2.9984 0.41
H 0.5650 -0.3654 1.3302 0.45
H -0.7172 1.7304 0.9733 0.46
C 8.8655 -3.2543 1.1577 -0.55
C 8.1347 -2.2637 0.5100 -0.47
C 7.8970 -1.0517 1.1359 -0.62
C 8.3844 -0.8270 2.4173 0.20
C 9.1028 -1.8276 3.0746 0.34
C 9.3473 -3.0381 2.4376 -0.65
C 9.6063 -1.6271 4.4638 0.60
O 10.2358 -2.4938 5.0317 -0.66
C 9.3049 -0.3296 5.1324 0.17
C 9.7252 -0.1330 6.4423 -0.56
C 9.4672 1.0698 7.0776 -0.49
C 8.7933 2.0843 6.4057 -0.49
C 8.3696 1.8928 5.1016 -0.59
C 8.6181 0.6845 4.4618 0.20
C 8.1338 0.4925 3.0651 0.51
O 7.5569 1.3803 2.4739 -0.66
H 9.0565 -4.1979 0.6632 0.40
H 7.7496 -2.4398 -0.4864 0.44
H 7.3255 -0.2769 0.6438 0.57
H 9.9134 -3.8014 2.9536 0.48
H 10.2530 -0.9268 6.9527 0.48
H 9.7931 1.2204 8.0984 0.40
H 8.5983 3.0256 6.9026 0.41
H 7.8435 2.6736 4.5697 0.50

16
Properties=species:S:1:pos:R:3:mulliken_charge:R:1 method="wB97M-V/def2-TZVPD" spin_multiplicity=2 e_homo_ev="-17.49 / -17.49" gap_ev="8.920 / 6.200" lumo_ev="-8.568 / -11.286" total_charge=+2 s2=0.75
O -1.3401 0.8184 -0.5299 -0.23
C -0.0806 0.7025 -0.1906 0.95
O 0.2832 0.4734 1.0030 -0.69
Yb 2.7004 0.6283 0.3699 1.48
O 0.7995 0.8376 -1.0932 -0.68
C -2.3399 0.6910 0.4826 0.37
H -2.0017 1.1887 1.3962 0.48
H -4.2942 1.6017 0.6580 0.32
C -3.6922 1.0157 -0.0448 -0.72
H -3.7482 1.4203 -1.0609 0.31
C -2.8563 -0.9834 0.7604 -0.45
C -4.1548 -0.6971 0.0710 -0.36
H -2.1648 -1.6935 0.2916 0.30
H -4.2378 -1.1166 -0.9381 0.30
H -2.9291 -1.1456 1.8420 0.30
H -5.0744 -0.8551 0.6453 0.31